Formula: C10H9BaN2O2S2
Source: OMol25
Level of theory: the ωB97M-V functional and the def2-TZVPD basis

The HOMO energy is -9.666 eV. As for the orbital gap: 4.32 eV. For the energy, the calculation gives -39938.8675 eV.

Geometry as ORCA input:
```
! wB97M-V def2-TZVPD RIJCOSX def2/J DEFGRID3
* xyz 1 1
O -1.87 3.37 1.76
C -1.90 3.26 0.47
S 0.28 -1.69 -3.69
H 2.34 0.53 -0.46
C -1.42 1.89 -0.19
O -2.34 4.36 -0.26
C -0.87 -2.12 0.98
H -0.91 2.66 -2.35
Ba 0.05 -1.06 3.49
N -0.05 -2.23 -2.10
H -1.23 -3.02 0.34
C 1.85 -0.69 1.45
N -0.07 -0.02 -3.64
C -0.92 -0.77 0.02
C 2.68 -0.43 0.10
C -1.41 0.59 0.68
H 2.64 -0.74 2.32
S 0.92 -2.32 1.50
H -1.73 0.57 1.81
H 3.79 -0.24 0.39
C -0.48 -0.98 -1.46
H 1.19 0.25 1.67
H -1.64 -2.02 1.85
C -0.51 0.36 -2.31
C -0.94 1.74 -1.69
H 2.57 -1.28 -0.68
*
```

---

Formula: C10H9IrN2O5Se
Source: OMol25
Level of theory: the ωB97M-V functional and the def2-TZVPD basis

The HOMO energy (alpha / beta) is -13.587 / -16.910 eV. As for the orbital gap (alpha / beta): 6.31 / 6.04 eV. For the energy, the calculation gives -91896.9006 eV.

Geometry as ORCA input:
```
! wB97M-V def2-TZVPD RIJCOSX def2/J DEFGRID3
* xyz 2 5
O -3.03 -0.07 -2.42
C -0.71 0.75 3.06
O -0.11 -3.73 -2.67
Se 0.04 -2.05 0.17
H -2.39 -1.20 0.93
C 0.00 -0.70 1.48
H -1.45 1.23 3.66
C -1.89 -0.22 -2.48
Ir 0.00 -0.68 -2.09
N -1.09 -0.14 2.06
O -0.31 3.09 -3.82
C 2.44 -0.28 1.68
O 3.04 -0.18 -2.40
H 2.87 0.63 1.25
C 0.64 0.78 3.05
C -0.13 -2.63 -2.33
H 0.54 1.48 -5.10
C 0.03 1.15 -1.39
H 3.01 -0.57 2.58
O 0.06 2.12 -0.76
H 1.35 1.32 3.66
C 1.89 -0.25 -2.49
H -2.99 -0.78 2.59
C -2.45 -0.43 1.70
N 1.07 -0.07 2.05
H 2.43 -1.08 0.93
C 0.07 2.04 -4.21
H -2.94 0.46 1.30
*
```

---

Formula: C10H9N2O2S2Tl
Source: OMol25
Level of theory: the ωB97M-V functional and the def2-TZVPD basis

The HOMO energy (alpha / beta) is -14.699 / -14.698 eV. As for the orbital gap (alpha / beta): 4.26 / 4.26 eV. For the energy, the calculation gives -43937.2872 eV.

Geometry as ORCA input:
```
! wB97M-V def2-TZVPD RIJCOSX def2/J DEFGRID3
* xyz 2 1
H 3.32 -0.81 -5.70
C -0.73 -1.98 -0.57
O -0.36 -3.88 -2.85
C -2.76 -4.98 0.29
H 3.89 1.52 -4.58
S 2.39 1.17 -2.73
C 3.00 0.92 -4.44
C -1.31 -3.31 -0.69
N 0.80 -0.60 -1.63
C -1.83 -5.39 -1.89
H -2.23 -3.11 1.22
S 1.95 -1.53 -3.89
H 4.23 -0.87 -4.18
N 0.00 -1.61 -1.70
C 1.59 -0.35 -2.66
H -3.09 -6.77 -0.87
O -0.89 -1.24 0.39
Tl 0.10 1.14 0.85
C -2.11 -3.76 0.36
H -3.42 -5.29 1.09
H -1.68 -6.00 -2.77
C -1.14 -4.16 -1.84
C -2.61 -5.80 -0.84
H 0.03 -2.97 -2.74
C 3.29 -0.55 -4.64
H 2.21 1.28 -5.11
*
```

---

Formula: C10H9N2OS2
Source: OMol25
Level of theory: the ωB97M-V functional and the def2-TZVPD basis

The HOMO energy is -11.845 eV. As for the orbital gap: 6.74 eV. For the energy, the calculation gives -37205.9482 eV. The value obtained for the energy above the lowest of the compared OMol25 structures with the same formula, charge and spin is 0.0 kJ/mol.

Geometry as ORCA input:
```
! wB97M-V def2-TZVPD RIJCOSX def2/J DEFGRID3
* xyz 1 1
H 1.97 -3.49 -0.32
H -1.75 0.51 -1.51
H -1.67 -0.59 1.59
C 1.16 3.35 -0.44
N -0.80 0.00 1.51
C 0.04 2.59 -0.28
S 4.03 -0.57 0.12
C 0.25 -1.44 -0.31
C 2.45 -2.56 -0.10
C -0.53 0.09 0.07
N -1.65 -0.06 -0.68
C 0.40 1.22 -0.11
H -1.39 -1.91 -0.89
H 1.17 4.39 -0.41
H -0.95 2.86 -0.45
O -0.55 -2.31 -0.72
C 2.30 -0.19 0.20
H 4.56 -3.02 0.07
H -2.55 0.25 -0.14
H -0.03 -0.50 2.04
S 2.62 2.63 -0.07
C 1.75 1.06 0.05
C 3.78 -2.27 -0.04
C 1.60 -1.44 -0.04
*
```

---

Formula: C10H9N4O2RhS5
Source: OMol25
Level of theory: the ωB97M-V functional and the def2-TZVPD basis

The HOMO energy (alpha / beta) is -7.740 / -8.271 eV. As for the orbital gap (alpha / beta): 7.74 / 6.01 eV. For the energy, the calculation gives -77754.8282 eV.

Geometry as ORCA input:
```
! wB97M-V def2-TZVPD RIJCOSX def2/J DEFGRID3
* xyz 0 5
N -4.10 0.41 3.22
C -2.48 -0.29 0.01
H -2.50 -1.00 -0.80
H -4.58 -0.45 3.37
H -2.34 2.34 2.84
H 4.06 -2.47 -1.12
N 0.95 0.48 -0.99
H 2.46 -4.40 -0.83
C -2.37 1.60 2.05
H 0.02 -3.83 -0.58
H -4.01 -1.24 1.17
C 1.20 -0.85 -0.93
H -0.87 2.57 0.85
Rh 2.94 0.92 -1.18
N 0.30 -1.81 -0.76
C -1.55 1.73 0.95
O -1.02 0.20 -2.56
S 5.19 0.80 -1.23
S -0.56 1.01 -1.47
C -1.60 0.78 -0.07
O -0.40 2.42 -1.67
N 2.54 -1.07 -1.05
S 2.73 3.16 -1.21
S 4.34 4.23 -1.32
C 0.77 -3.05 -0.72
C -3.30 -0.42 1.10
C 2.11 -3.38 -0.86
S 6.25 2.41 -1.37
H -3.92 0.97 4.04
C 2.99 -2.32 -1.02
C -3.26 0.52 2.14
*
```

---

Formula: C10H9NO
Source: OMol25
Level of theory: the ωB97M-V functional and the def2-TZVPD basis

The HOMO energy is -8.239 eV. As for the orbital gap: 8.51 eV. As for the SMILES: COc1cccc2cccnc12. For the energy, the calculation gives -14050.6643 eV. The value obtained for the energy above the lowest of the compared OMol25 structures with the same formula, charge and spin is 292.8 kJ/mol.

Geometry as ORCA input:
```
! wB97M-V def2-TZVPD RIJCOSX def2/J DEFGRID3
* xyz 0 1
C 1.50 1.65 -0.81
H -1.80 -1.26 -2.54
C 0.06 0.14 -0.02
H -1.65 -1.95 1.89
C 1.52 1.09 -2.19
C -0.59 -0.44 1.14
C -1.19 -1.25 -1.46
H 0.64 1.90 2.41
C 0.61 0.93 2.91
H 2.11 2.57 -0.66
C -0.08 -0.36 -1.35
O -0.40 0.08 2.43
H 0.73 -0.76 -3.30
H 1.61 0.50 3.05
N 0.82 1.22 0.23
C -1.87 -1.91 -0.47
H 0.39 1.04 4.01
H -2.56 -2.65 -0.49
C -1.40 -1.52 0.90
C 0.77 -0.02 -2.42
H 2.14 1.58 -2.79
*
```

---

Formula: C10H9NO4
Source: OMol25
Level of theory: the ωB97M-V functional and the def2-TZVPD basis

The HOMO energy is -8.686 eV. As for the orbital gap: 8.84 eV. As for the SMILES: COC(=O)c1ccn2c1CC(C=O)=C2O. For the energy, the calculation gives -20194.0027 eV. The value obtained for the energy above the lowest of the compared OMol25 structures with the same formula, charge and spin is 176.4 kJ/mol.

Geometry as ORCA input:
```
! wB97M-V def2-TZVPD RIJCOSX def2/J DEFGRID3
* xyz 0 1
H 1.67 1.87 0.75
H 3.70 -2.61 0.34
C 2.94 -0.79 0.02
H -4.70 0.41 -0.57
C -3.96 1.04 -0.09
H -3.76 1.89 -0.60
H -1.36 -2.20 0.15
C -1.62 0.73 0.05
O 4.53 2.38 -0.14
H -4.20 1.23 0.87
C 4.43 1.20 0.11
O 3.87 -1.74 0.00
N 1.59 -1.05 -0.03
C 3.11 0.57 0.09
C -0.51 -1.65 0.06
O -2.86 0.14 0.00
H 1.04 -3.09 0.08
C 1.78 1.26 -0.04
C 0.84 0.13 -0.11
H 5.33 0.43 0.32
O -1.43 1.93 0.16
C 0.78 -2.13 -0.03
H 1.71 1.99 -1.01
C -0.49 -0.25 -0.06
*
```

---

Formula: C10H9O
Source: OMol25
Level of theory: the ωB97M-V functional and the def2-TZVPD basis

The HOMO energy is -13.598 eV. As for the orbital gap: 8.13 eV. For the energy, the calculation gives -12554.2101 eV. The value obtained for the energy above the lowest of the compared OMol25 structures with the same formula, charge and spin is 84.3 kJ/mol.

Geometry as ORCA input:
```
! wB97M-V def2-TZVPD RIJCOSX def2/J DEFGRID3
* xyz 1 1
H 0.26 -2.92 -1.34
O -1.18 0.04 2.25
H -1.36 3.89 0.18
H 1.73 -2.30 -0.22
C 0.05 2.51 -0.71
C -1.12 -1.28 2.15
C 0.14 -1.11 0.07
C 0.85 -1.97 -0.90
C 0.06 0.24 -0.01
H -1.56 2.67 2.23
H 1.28 -1.45 -1.79
H -0.46 -2.95 0.92
C -1.20 2.20 1.34
C -0.50 -1.87 1.14
C 0.48 1.19 -0.88
H 1.03 1.09 -1.80
H 0.54 3.23 -1.38
H -1.43 -1.94 3.02
C -0.86 0.84 1.26
C -0.78 2.98 0.28
*
```

---

Formula: C110H133N21O29
Source: OMol25
Level of theory: the ωB97M-V functional and the def2-TZVPD basis

The HOMO energy is -10.223 eV. As for the orbital gap: 2.08 eV. For the energy, the calculation gives -206836.8346 eV.

Geometry as ORCA input:
```
! wB97M-V def2-TZVPD RIJCOSX def2/J DEFGRID3
* xyz 4 1
C 21.93 22.80 19.30
C 22.17 16.29 24.04
H 11.33 25.47 19.60
H 18.00 17.79 25.34
C 21.45 21.40 31.02
O 15.80 16.55 23.80
C 24.50 27.52 27.14
O 19.57 19.03 28.74
H 11.33 16.92 25.24
C 26.01 24.23 28.16
H 16.18 20.55 21.75
C 27.00 20.09 19.94
H 17.29 16.48 20.92
C 9.54 19.26 22.62
O 22.38 24.27 24.66
N 10.26 22.43 18.76
N 10.70 18.76 24.64
H 28.90 20.75 28.02
O 26.40 19.43 24.86
H 22.26 16.03 27.46
C 16.53 23.62 22.20
C 11.62 19.70 24.38
H 21.17 21.95 17.48
H 28.60 18.08 31.81
C 17.46 17.38 21.45
C 15.08 19.21 17.86
C 10.94 17.83 25.69
C 24.85 24.06 33.08
C 25.69 23.36 27.16
C 12.47 29.94 17.91
H 17.27 21.94 18.59
C 11.78 26.38 19.99
N 22.91 23.71 28.99
O 10.99 22.13 26.55
C 17.70 23.36 22.85
C 23.32 20.79 19.87
C 17.64 22.96 24.18
H 13.73 24.84 22.59
N 25.30 28.45 27.74
C 16.11 19.02 18.78
C 24.51 22.71 19.08
O 8.84 36.24 17.73
H 17.33 20.28 23.91
O 27.06 19.79 30.79
H 9.40 24.90 18.81
H 20.99 16.35 19.52
H 13.01 35.04 14.76
C 20.91 13.72 21.53
C 20.19 20.86 30.95
C 13.59 29.17 18.40
H 16.42 22.72 25.95
H 14.36 23.47 24.69
H 12.69 26.27 20.58
H 11.10 23.55 17.22
O 11.26 35.98 17.69
C 20.47 13.86 19.10
H 23.10 22.03 26.88
C 25.70 22.06 19.22
C 18.11 20.27 31.93
H 17.54 21.08 32.40
C 22.45 16.40 26.47
H 19.78 16.40 29.04
H 20.68 12.69 21.45
H 27.77 19.97 26.89
C 21.00 22.57 18.31
C 9.17 21.71 20.77
H 8.20 22.60 19.05
H 25.08 23.72 26.35
C 11.85 31.92 16.43
O 17.92 27.90 20.82
N 13.29 33.83 16.33
H 27.39 19.63 19.00
O 16.18 29.11 20.58
H 24.43 17.12 28.16
C 9.76 18.50 23.71
H 19.72 17.84 24.81
H 11.58 18.22 26.52
H 18.69 23.38 26.81
C 19.33 22.86 26.04
H 24.59 18.65 27.13
H 24.53 23.72 18.60
H 8.65 19.07 22.11
H 27.57 23.05 34.15
H 10.91 31.51 16.10
C 26.06 21.15 23.33
C 16.78 19.68 21.92
H 22.95 20.53 25.99
H 14.37 24.16 21.12
H 17.88 20.27 30.87
H 23.28 26.65 23.90
C 23.26 22.07 19.42
H 21.76 27.07 23.29
C 11.21 29.40 17.98
H 21.59 17.45 21.51
N 15.70 15.67 22.95
H 14.13 26.86 17.28
H 10.06 27.55 18.71
C 15.34 23.47 24.23
C 21.11 21.63 24.35
C 29.17 18.97 31.58
C 26.67 26.76 28.51
H 9.29 23.47 17.18
H 16.13 21.83 17.15
H 26.07 21.50 26.20
C 23.77 17.73 25.10
C 28.23 20.11 31.18
C 19.90 23.41 18.21
C 10.50 20.23 22.32
H 20.34 25.45 20.76
N 15.40 23.66 22.92
H 29.70 19.31 32.43
H 23.43 22.04 25.13
H 22.38 24.17 21.00
C 21.68 23.83 20.23
H 27.09 24.39 29.97
H 12.64 17.83 19.64
N 26.98 21.63 28.07
H 21.15 13.15 18.71
O 18.89 21.34 20.32
C 25.82 25.72 27.99
C 26.05 19.72 23.72
H 15.19 19.68 16.92
H 13.55 23.08 22.34
H 14.14 27.37 19.57
H 23.13 18.44 28.07
H 18.90 19.35 25.27
C 23.92 17.89 27.54
C 25.74 22.00 32.55
H 24.44 20.45 31.93
H 14.58 29.52 18.36
O 13.15 21.65 25.93
N 13.91 18.64 18.08
O 25.64 18.88 22.86
O 14.69 15.72 22.21
C 11.49 21.36 20.41
H 17.92 19.30 32.46
H 16.21 23.32 18.14
C 13.35 27.96 19.00
C 17.36 19.49 23.18
N 23.37 17.30 26.32
H 19.67 21.58 22.90
H 26.66 22.53 19.05
C 16.49 23.09 24.92
H 21.69 21.74 34.40
H 16.39 23.87 21.13
H 13.03 19.32 16.22
H 20.98 22.68 27.48
H 25.16 21.50 22.89
H 18.69 23.36 22.44
N 25.67 20.78 19.72
N 20.84 14.40 20.38
C 9.11 22.28 19.53
C 18.44 25.27 19.07
C 21.51 15.72 22.84
C 18.91 22.58 24.78
N 25.87 23.26 33.01
H 12.38 19.87 17.79
N 12.07 27.51 19.03
C 12.76 19.04 17.23
H 12.39 21.17 23.09
C 23.40 22.26 32.36
C 15.23 21.65 19.14
O 20.57 20.50 21.41
H 9.98 17.63 26.15
H 13.94 25.58 16.17
H 18.79 26.33 19.08
N 19.67 24.39 19.10
C 24.77 26.17 27.21
H 19.50 13.40 19.23
C 23.20 17.29 23.92
C 9.24 25.89 18.45
C 15.90 18.42 19.95
C 13.99 33.36 17.30
H 12.14 18.11 17.22
C 13.76 32.07 17.85
H 27.60 26.56 28.97
H 14.75 33.99 17.74
C 22.21 26.50 24.08
N 12.12 22.43 25.99
H 22.67 24.23 32.86
H 27.24 24.75 33.84
H 8.86 25.91 17.40
H 17.89 25.17 19.99
H 27.89 23.76 32.52
H 19.79 20.53 30.00
C 27.29 23.73 33.42
C 19.53 16.78 28.07
O 20.81 18.56 26.95
H 24.90 25.04 33.51
C 18.76 18.35 24.83
C 20.62 22.51 26.49
C 26.41 28.09 28.34
C 22.83 21.60 25.91
C 21.37 16.39 21.62
O 16.54 14.83 22.70
H 19.22 23.34 17.34
H 24.57 19.29 20.71
C 10.37 21.16 21.18
H 14.43 17.33 21.12
O 17.16 28.25 18.84
C 10.01 36.13 17.62
H 11.69 33.46 15.06
H 18.42 16.38 23.00
C 27.21 22.44 29.15
H 26.29 21.79 24.18
O 23.51 22.68 28.70
H 27.66 20.79 20.36
C 14.61 17.78 20.16
C 22.06 21.67 32.25
O 15.13 25.34 19.07
O 23.51 24.73 29.28
C 20.04 21.04 33.25
C 21.24 14.33 22.72
H 21.01 15.32 25.52
O 12.30 23.45 25.26
H 25.69 30.52 28.19
H 10.31 22.01 16.75
C 24.52 21.50 32.23
C 21.92 25.02 23.77
O 21.24 24.70 22.84
C 27.88 20.44 27.87
H 19.90 16.14 27.26
N 18.13 18.38 23.47
O 15.39 21.84 20.37
H 9.09 17.69 23.91
N 19.90 20.63 20.34
O 13.60 23.86 18.49
C 11.44 22.10 19.26
C 26.82 23.75 29.15
H 29.88 18.76 30.74
H 21.87 21.58 30.04
H 17.86 25.02 18.21
O 21.63 23.74 29.09
C 21.01 15.76 20.45
H 18.44 16.85 28.00
N 17.12 28.45 20.09
H 14.59 35.34 15.58
H 22.37 20.31 20.25
C 18.16 17.36 22.65
H 26.90 19.26 20.70
H 19.36 20.91 34.10
C 12.67 31.34 17.43
N 19.50 20.66 32.08
H 20.29 14.58 18.26
H 26.78 21.40 22.53
C 16.84 18.53 21.11
H 25.31 30.20 26.44
C 11.00 28.15 18.53
O 14.27 21.02 18.59
C 14.18 23.91 22.18
N 21.45 21.94 25.64
C 25.08 29.92 27.46
H 17.01 19.57 18.58
H 21.24 13.73 23.62
H 26.65 21.50 32.42
H 27.84 22.04 29.96
C 16.31 22.20 18.17
C 20.60 24.63 20.08
C 20.00 18.23 27.91
C 19.86 21.90 23.93
H 13.10 36.01 16.36
C 14.20 24.93 18.35
O 28.67 21.30 31.30
H 24.12 25.50 26.70
C 24.51 20.19 20.14
H 21.83 21.27 23.67
C 11.65 20.39 23.09
H 27.59 19.64 28.50
H 8.21 21.61 21.28
C 21.80 15.94 25.34
H 8.34 26.33 18.97
H 21.91 26.80 25.13
H 10.31 29.93 17.62
C 23.57 23.59 32.71
H 14.51 31.72 18.60
H 12.33 22.41 18.73
C 13.53 35.16 15.75
C 12.30 33.09 15.91
H 12.47 21.02 20.65
H 11.05 26.69 20.74
H 23.60 17.71 23.00
C 10.23 22.89 17.39
O 20.29 19.98 19.34
H 24.03 30.10 27.63
H 12.57 25.87 17.37
H 24.60 18.39 25.10
C 21.36 21.41 33.40
C 26.22 22.08 27.12
H 12.35 19.91 25.17
C 13.63 18.02 19.27
H 27.12 28.84 28.71
H 23.61 27.94 26.68
C 13.65 25.89 17.18
*
```

---

no.,molar mass (g mol⁻¹)
1,390.7
2,508.4
3,457.7
4,237.3
5,480.4
6,159.2
7,207.2
8,145.2
9,2213.4